No. 1
11
Properties=species:S:1:pos:R:3:forces:R:3 method="wB97M-V/def2-TZVPD" de_lowest_kj_mol=99.9 largest_force_ev_per_a=3.4 homo_ev=-8.6 lumo_ev=0.530 orbital_gap_ev=9.16
C -0.7191 -0.0547 1.6082 -0.5 2.3 -2.4
C -0.7108 -0.1003 0.2526 -0.3 -2.5 2.3
S 2.7181 0.3480 -0.4686 0.5 0.1 0.1
S -1.6736 0.8512 -0.8303 0.1 -0.5 -1.6
S -0.1378 -1.6696 -0.4282 -1.3 0.6 -1.9
H -0.3751 -0.7453 2.3192 0.7 -1.0 0.4
H 1.5938 0.5516 -1.1408 -0.3 0.1 -0.1
H -1.1311 0.8733 1.9564 -0.1 0.2 0.7
H 3.2042 -0.4004 -1.4675 0.1 0.0 0.1
H -1.7850 1.9941 -0.2147 0.1 0.8 0.9
H -0.9835 -1.6482 -1.5864 1.1 -0.1 1.6


No. 2
10
Properties=species:S:1:pos:R:3:forces:R:3 method="wB97M-V/def2-TZVPD" de_lowest_kj_mol=24.7 multiplicity=3 largest_force_ev_per_a=4.4 homo_ev="-6.1 / -9.9" lumo_ev="0.826 / -2.965" orbital_gap_ev="6.93 / 6.96"
C -1.4003 -0.7995 0.2524 -1.2 0.4 -3.4
C -0.6753 0.1429 0.8331 -0.3 -1.5 2.3
Si 0.5369 1.0257 -0.2044 0.3 0.8 -0.3
S 2.8906 -0.6435 0.4927 -1.5 -1.9 3.6
H -2.2057 -1.4443 0.6212 0.7 0.2 0.3
H -1.3464 -0.6786 -0.8616 -0.5 -1.0 0.7
H -0.7680 -0.0657 1.9339 0.8 1.4 -0.6
H 0.8127 2.3669 0.3056 0.1 0.4 0.1
H 0.3327 1.1041 -1.7112 -0.4 -0.2 0.7
H 3.4773 -0.2118 -0.4908 2.0 1.5 -3.4


No. 3
9
Properties=species:S:1:pos:R:3:forces:R:3 method="wB97M-V/def2-TZVPD" de_lowest_kj_mol=269.0 largest_force_ev_per_a=4.5 homo_ev="-8.8 / -8.8" lumo_ev="-1.296 / -1.418" orbital_gap_ev="7.52 / 7.34"
C 0.9600 0.1826 -0.4493 -2.5 -0.3 3.1
C -0.2466 -0.6898 0.0300 1.0 4.0 1.6
Se -1.9569 0.2530 -0.1096 -0.4 1.6 1.9
H 0.7257 1.2242 -0.2685 0.3 0.1 -0.3
H 1.7653 -0.1398 0.1458 1.4 -0.1 0.6
H 1.1023 -0.1047 -1.3953 0.9 -0.2 -3.9
H 0.0233 -1.0182 0.9987 -0.5 0.1 1.6
H -0.2953 -1.5828 -0.4319 -0.7 -2.8 -2.4
H -2.0779 1.8755 1.4800 0.5 -2.4 -2.2


No. 4
13
Properties=species:S:1:pos:R:3:forces:R:3 method="wB97M-V/def2-TZVPD" de_lowest_kj_mol=541.7 largest_force_ev_per_a=5.1 homo_ev="-7.1 / -6.9" lumo_ev="0.368 / 0.092" orbital_gap_ev="7.43 / 7.02"
B 1.5931 0.2050 -0.0042 -0.4 0.3 -0.1
C -1.3104 -0.9013 0.0046 -0.9 -0.1 2.8
C -1.0433 0.5519 0.0928 4.9 0.1 -1.3
O 2.4000 1.1400 0.5313 -0.5 1.8 1.3
O 2.1979 -0.7448 -0.7486 -1.1 -1.6 -1.0
O -1.1904 1.3262 -1.0700 -0.5 0.3 1.0
H -0.9532 -1.5078 0.8953 0.3 1.2 -1.0
H -2.3521 -0.9817 0.1854 -1.8 -0.4 -0.3
H -1.0987 -1.4601 -0.8409 0.7 -0.5 -1.9
H -0.9948 0.9258 1.1103 -0.4 0.8 -0.5
H 3.3358 1.2284 0.3319 0.0 -0.4 -0.2
H 3.1462 -0.8497 -0.8669 0.0 0.4 0.3
H -0.9138 2.2905 -1.0501 -0.4 -2.0 0.8


No. 5
14
Properties=species:S:1:pos:R:3:forces:R:3 method="wB97M-V/def2-TZVPD" de_lowest_kj_mol=105.2 largest_force_ev_per_a=3.3 charge=+2 homo_ev="-19.4 / -19.4" lumo_ev="-11.647 / -11.647" orbital_gap_ev="7.74 / 7.74"
C 0.5149 0.0209 1.0890 0.4 -0.1 -0.4
C 1.7333 0.0519 0.1430 0.6 0.3 -0.2
N -0.0677 1.0972 1.5063 -0.3 3.2 -1.0
N 0.1792 -1.1461 1.5538 -0.1 1.4 -0.4
N 0.5819 -0.1416 -2.0958 -0.9 -1.3 1.5
Br 2.6243 -1.5912 -0.0336 -0.1 1.2 -0.3
Br 2.7067 1.6448 0.0225 -0.9 -1.3 -0.1
H -0.1025 2.0664 1.1127 1.1 -1.4 -0.4
H -0.7156 1.1707 2.2508 -0.8 -1.1 1.2
H 0.6736 -1.9201 1.2179 0.5 -1.7 -0.1
H -0.6730 -1.2276 2.0477 -0.9 -0.5 0.8
H 1.0422 0.5542 -2.6380 1.9 -0.1 -0.6
H 0.8020 -1.1772 -2.1301 0.1 2.0 -0.8
H -0.3414 0.0148 -2.4949 -0.7 -0.5 0.8


No. 6
11
Properties=species:S:1:pos:R:3:forces:R:3 method="wB97M-V/def2-TZVPD" de_lowest_kj_mol=135.0 largest_force_ev_per_a=4.5 charge=+1 homo_ev=-14.9 lumo_ev=-5.980 orbital_gap_ev=8.92
C 0.3129 -0.8231 0.8773 0.1 0.0 0.0
C -0.1043 0.5145 0.4281 -2.0 1.0 0.5
N -0.4279 0.6185 -0.9999 -0.4 -2.0 2.5
Br -2.3334 0.9034 1.3442 3.1 -0.4 -1.3
H 1.3300 -1.1132 0.5474 0.0 0.7 0.7
H 0.1351 -0.6721 1.9432 0.7 -1.1 0.2
H -0.2708 -1.6421 0.4575 -0.6 0.2 0.3
H 0.4915 1.3799 0.6186 0.2 0.4 1.2
H 0.3078 0.8096 -1.5914 2.7 -0.6 -1.9
H -0.9717 -0.2003 -1.0776 -0.6 -1.6 -1.7
H -1.0201 1.3340 -1.1660 -2.9 3.4 -0.4


No. 7
11
Properties=species:S:1:pos:R:3:forces:R:3 method="wB97M-V/def2-TZVPD" de_lowest_kj_mol=66.4 largest_force_ev_per_a=5.4 charge=+1 homo_ev=-14.6 lumo_ev=-5.157 orbital_gap_ev=9.45
C 1.5105 0.8192 0.2379 1.7 1.5 -1.5
C 0.3596 -1.2492 -0.1824 1.0 -2.3 -1.9
N 0.4206 -0.1097 0.2933 -2.8 2.0 4.1
Br -3.3758 -0.0784 -0.5448 2.2 -1.1 -0.4
H 2.1464 0.9882 1.1385 -1.1 -0.5 -0.3
H 2.2265 0.5329 -0.5966 -1.0 0.1 1.0
H 1.0210 1.7684 -0.0775 0.7 -0.4 0.4
H -0.6299 -1.7326 -0.2156 0.9 -0.3 0.2
H 1.3390 -1.6183 -0.6187 -1.7 0.0 0.1
H -0.4498 0.1626 0.9383 2.1 -0.2 -2.1
H -4.5680 0.5167 -0.3725 -2.1 1.1 0.4


No. 8
12
Properties=species:S:1:pos:R:3:forces:R:3 method="wB97M-V/def2-TZVPD" de_lowest_kj_mol=43.1 largest_force_ev_per_a=3.9 homo_ev=-8.5 lumo_ev=-0.105 orbital_gap_ev=8.41
C 0.6162 1.1685 0.3463 1.7 -0.8 -0.5
C 0.3661 -1.3079 0.0920 2.3 -3.1 -0.1
N -1.1068 0.0446 -1.0284 1.5 0.8 0.5
N -0.0016 0.0010 -0.2780 -0.6 -0.1 -0.4
Br -2.8288 -0.0217 0.2846 0.1 0.4 -0.3
H 1.3752 0.8335 1.1045 -0.7 0.2 -0.8
H 1.1587 1.6478 -0.4869 -0.1 0.4 0.7
H -0.0323 1.8601 0.8519 -0.8 0.1 0.0
H 0.8792 -1.3640 1.0849 -0.7 0.3 -0.7
H -0.5198 -1.9606 0.0866 0.2 0.3 0.2
H 1.1528 -1.8997 -0.6341 -1.8 1.8 1.3
H -1.0589 0.9986 -1.4235 -1.1 -0.3 0.4